DFT (ωB97M-V/def2-TZVPD) results for the molecule C22H26N4O3.

```
55
Properties=species:S:1:pos:R:3:mulliken_charge:R:1
C 1.5704 -5.7429 5.4204 -0.98
O 1.5252 -4.4399 4.8908 -0.36
C 2.5268 -3.5724 5.1996 0.65
C 3.5896 -3.8522 6.0488 -0.45
C 4.5680 -2.9007 6.2882 -0.73
C 4.5008 -1.6567 5.6909 -0.82
C 3.4452 -1.3615 4.8457 -0.32
C 2.4623 -2.3056 4.5913 0.17
N 1.4053 -1.9998 3.7200 0.22
C 0.0681 -2.1929 3.9353 -0.11
N -0.6879 -1.7850 2.9679 -0.76
C 0.1710 -1.2909 2.0171 0.27
C -0.0966 -0.7427 0.7701 -1.01
C 0.9799 -0.3337 -0.0016 0.87
C 0.8105 0.2449 -1.3675 0.50
O 1.6450 0.1064 -2.2426 -0.68
N -0.3227 0.9648 -1.5461 -0.13
C -0.6975 1.5217 -2.8229 -0.81
C -1.8855 0.7831 -3.4424 -0.42
C -2.2732 1.4069 -4.7826 -1.13
N -2.6187 2.8115 -4.6425 0.46
C -3.9613 3.0162 -4.1272 -0.57
C -4.1846 4.5101 -3.8927 -0.75
O -4.0131 5.2492 -5.0781 -0.39
C -2.7246 5.0370 -5.6050 -0.67
C -2.4696 3.5551 -5.8815 -0.64
C 2.2964 -0.4994 0.4562 -1.07
C 2.5818 -1.0342 1.6928 -0.50
C 1.5039 -1.4155 2.4782 0.39
H 2.4747 -6.2730 5.1061 0.38
H 1.5118 -5.7346 6.5134 0.38
H 0.6961 -6.2506 5.0166 0.25
H 3.6668 -4.8164 6.5251 0.40
H 5.3863 -3.1419 6.9494 0.38
H 5.2612 -0.9160 5.8819 0.37
H 3.3686 -0.3898 4.3819 0.59
H -0.2997 -2.6293 4.8427 0.45
H -1.1169 -0.6883 0.4232 0.46
H -0.9808 1.0460 -0.7885 0.25
H 0.1779 1.4300 -3.4694 0.26
H -0.9507 2.5794 -2.7103 0.38
H -1.6191 -0.2627 -3.6042 0.32
H -2.7312 0.8107 -2.7521 0.27
H -1.4120 1.3421 -5.4518 0.45
H -3.0979 0.8295 -5.2353 0.39
H -4.0734 2.4850 -3.1815 0.31
H -4.7241 2.6425 -4.8351 0.33
H -5.2054 4.7010 -3.5569 0.37
H -3.4748 4.8625 -3.1285 0.33
H -2.6706 5.6176 -6.5273 0.36
H -1.9672 5.4031 -4.8954 0.32
H -1.4508 3.4274 -6.2525 0.41
H -3.1774 3.2052 -6.6544 0.33
H 3.0939 -0.1956 -0.2044 0.44
H 3.6000 -1.1649 2.0270 0.57
```

Values from the calculation:
SMILES string: COc1ccccc1-n1cnc2cc(C(=O)NCCCN3CCOCC3)ccc21
2S+1: 1
DFT total energy: -1298.68995 Ha
LUMO energy: 0.651 eV

=====

DFT (ωB97M-V/def2-TZVPD) results for a cluster of 15 separate species, C18H62F3N28O16 in total.

```
127
Properties=species:S:1:pos:R:3:mulliken_charge:R:1
C -0.0611 -0.9332 -0.2307 1.11
O -1.0087 0.1474 -0.2436 1.05
O -0.6311 -2.0519 -0.9094 -0.76
C 1.4916 -0.5587 -0.4667 -0.27
F 1.6327 -0.2164 -1.6961 -0.53
F 2.0498 0.3889 0.2538 0.16
F 2.2538 -1.6408 -0.3415 -0.10
C -1.3404 0.8267 -1.4171 0.99
C -2.0280 2.1893 -1.0581 -1.36
H -1.9746 3.0028 -1.7817 0.43
H -3.0434 2.1364 -0.6654 0.27
H -1.5675 2.8301 -0.3062 -0.11
H -1.8352 0.1882 -2.1490 -0.76
H -0.4062 1.0343 -1.9388 0.31
H -0.2235 -1.1594 0.8231 -0.74
C -0.4458 -1.7260 4.0640 0.51
O 0.5543 -1.2628 3.5699 -0.88
N -1.4618 -2.1399 3.3621 0.05
N -0.7872 -1.6738 5.3205 -0.38
H -2.1186 -2.7203 3.8641 0.19
H -1.3029 -2.2835 2.3751 -0.16
H -0.0663 -1.3245 5.9357 0.29
H -1.6326 -1.9804 5.7802 0.12
C -1.1919 2.1034 2.8871 0.78
O -1.0982 3.3286 2.7590 -0.83
N -2.1999 1.3789 2.6382 0.01
N -0.1099 1.4314 3.1498 -0.06
H -2.9932 1.8870 2.2741 0.19
H -2.1995 0.3734 2.5431 0.05
H 0.7501 1.9200 2.9458 0.15
H -0.2081 0.4269 3.1098 -0.17
C -4.3690 -1.8969 0.0703 0.44
O -5.4837 -1.5307 0.4713 -0.85
N -3.6068 -2.5290 0.8522 0.01
N -3.8444 -1.6368 -1.1052 0.12
H -2.7344 -2.7210 0.3810 -0.09
H -3.7932 -2.8374 1.7958 0.19
H -4.3936 -1.1506 -1.7997 0.02
H -2.9181 -1.8156 -1.4657 0.10
C -5.7025 2.2834 1.8976 0.60
O -4.5851 2.3319 1.4697 -0.70
N -6.4852 3.3185 1.7567 -0.45
N -6.3280 1.1822 2.1202 -0.36
H -7.4540 3.1051 1.9462 0.14
H -6.0737 4.2390 1.8155 0.24
H -7.2892 1.1972 2.4301 0.17
H -5.7897 0.4319 1.7110 0.19
C -0.8932 -2.7085 -4.2453 0.37
O -0.8547 -3.2480 -5.3632 -0.82
N -1.9019 -2.1180 -3.7167 0.12
N 0.0928 -2.7982 -3.4029 -0.25
H -2.7813 -2.0448 -4.2081 0.06
H -1.7524 -1.7048 -2.8073 -0.39
H 0.8046 -3.5144 -3.4226 0.18
H -0.0853 -2.4625 -2.4671 0.34
C -3.6348 -0.0366 -5.1263 0.51
O -2.6237 -0.0467 -5.7927 -0.61
N -3.8502 0.9535 -4.2292 -0.32
N -4.6801 -0.8491 -5.1625 -0.34
H -4.3909 0.8183 -3.3869 0.14
H -3.3839 1.8452 -4.3163 0.18
H -4.8633 -1.6590 -5.7374 0.24
H -5.3034 -0.5992 -4.4081 0.16
C 4.2164 -4.1799 -0.9357 0.45
O 3.9551 -4.0419 0.2753 -0.74
N 4.8782 -5.1942 -1.4576 -0.55
N 3.9700 -3.3485 -1.8257 -0.22
H 5.1751 -5.9401 -0.8448 0.27
H 4.6118 -5.3961 -2.4107 0.17
H 4.3229 -3.4551 -2.7660 0.20
H 3.5653 -2.4530 -1.5923 0.19
C 3.2769 3.4703 -1.9112 0.63
O 4.1063 3.2182 -2.8144 -0.80
N 3.4692 4.4658 -1.0740 -0.06
N 2.2061 2.7948 -1.6329 0.25
H 4.2820 5.0444 -1.2314 0.19
H 2.8972 4.6583 -0.2643 -0.22
H 1.6059 3.1130 -0.8855 0.03
H 2.2996 1.7899 -1.6725 -0.15
C 0.5147 5.5111 0.6158 0.51
O 1.1886 6.4502 0.1771 -0.70
N 0.9742 4.4969 1.3321 -0.02
N -0.7850 5.3457 0.4783 -0.12
H 0.5029 3.6536 1.6268 -0.03
H 1.9816 4.4857 1.4037 0.15
H -1.2316 4.5316 0.8757 -0.08
H -1.3916 6.0845 0.1522 0.22
C -1.5146 -5.5704 -0.2597 0.55
O -1.7880 -6.6548 0.1779 -0.78
N -2.3395 -4.8348 -0.8690 -0.10
N -0.3784 -5.0242 -0.3316 -0.05
H -3.3039 -5.1323 -0.9074 0.17
H -2.0700 -3.9884 -1.3497 0.15
H 0.4919 -5.5234 -0.2159 0.14
H -0.4808 -4.0197 -0.3575 0.11
C 0.1724 5.5902 -3.3166 0.61
O 0.7162 6.4216 -2.6398 -0.61
N -0.3880 4.5162 -2.8797 0.01
N 0.0000 5.6780 -4.6168 -0.42
H -1.0163 3.9640 -3.4457 0.20
H -0.4334 4.4160 -1.8757 -0.09
H 0.3678 6.4599 -5.1396 0.24
H -0.4226 4.8198 -4.9409 0.14
C 1.7837 -4.3099 2.7671 0.46
O 0.8162 -4.3728 3.5071 -0.78
N 2.4565 -5.2851 2.2718 -0.26
N 2.2498 -3.1921 2.3415 0.05
H 3.0416 -4.9645 1.5135 0.25
H 2.2999 -6.2403 2.5601 0.23
H 1.6960 -2.4610 2.7646 -0.04
H 2.8812 -3.1755 1.5534 0.38
C 5.7914 -1.4647 2.6627 0.44
O 6.0409 -2.6411 2.7064 -0.69
N 6.6617 -0.6009 3.1800 -0.34
N 4.7416 -0.9526 2.1115 -0.01
H 7.4650 -1.0113 3.6342 0.23
H 6.6140 0.4078 3.1669 0.13
H 4.2416 -1.6375 1.5628 -0.17
H 4.9088 -0.0011 1.8170 0.42
C 4.1023 2.3311 1.8596 0.58
O 4.8483 1.6682 1.1573 -0.86
N 4.3936 3.5173 2.0909 -0.46
N 3.1663 1.8902 2.5287 -0.09
H 4.5088 3.5825 3.0921 0.27
H 5.3416 3.6448 1.7667 0.35
H 3.1827 0.8814 2.4840 -0.12
H 2.7172 2.4433 3.2446 0.30
```

Values from the calculation:
2S+1: 1
DFT total energy: -3760.01381 Ha
LUMO energy: 1.789 eV
Total charge: -1

=====

DFT (ωB97M-V/def2-TZVPD) results for the molecule C3H3NOS3.

```
11
Properties=species:S:1:pos:R:3:mulliken_charge:R:1
O -1.5067 1.2053 -0.0762 -0.32
N -0.3611 0.5075 -0.0204 0.23
C 0.5503 0.9199 0.9571 0.07
S 0.3814 2.2884 1.9260 -0.32
C -0.5072 -0.7267 -0.5416 0.34
S -1.9282 -1.2395 -1.1894 -0.20
C 0.7641 -1.5131 -0.7211 -0.41
S 2.1346 -0.8784 -1.3683 -0.13
H -1.5169 1.7486 0.7000 0.26
H 1.4906 0.2809 0.9019 0.17
H 0.4991 -2.5930 -0.5681 0.31
```

Values from the calculation:
SMILES string: ON(C=S)C(=S)C=S
2S+1: 1
DFT total energy: -1440.55107 Ha
LUMO energy: -1.974 eV

=====

DFT (ωB97M-V/def2-TZVPD) results for a cluster of 2 separate species, C3H5FO in total.

```
10
Properties=species:S:1:pos:R:3:mulliken_charge:R:1
C -0.6702 -1.1302 0.1581 -0.22
C -1.6686 -0.9012 -0.6145 -0.41
C 2.0335 0.7633 0.3518 -0.03
O 1.0574 1.4115 0.7992 -0.24
F 2.9480 1.6027 -0.2531 -0.17
H -0.4094 -2.0724 0.4782 0.26
H 0.0216 -0.3662 0.4530 0.05
H -1.9975 0.0719 -1.0199 0.23
H -2.2752 -1.7776 -0.9542 0.20
H 0.9604 2.3981 0.6013 0.33
```

Values from the calculation:
2S+1: 1
DFT total energy: -292.29134 Ha
LUMO energy: 0.477 eV

=====

DFT (ωB97M-V/def2-TZVPD) results for the molecule C5H8.

```
13
Properties=species:S:1:pos:R:3:mulliken_charge:R:1
C 2.6993 0.1201 -0.3912 -1.28
C 1.3186 -0.0837 0.0528 0.65
C 0.1784 -0.2508 0.4079 -0.06
C -1.2375 -0.4066 0.7629 -0.54
C -2.1472 0.2580 -0.2762 -1.10
H 3.4095 -0.0801 0.4189 0.29
H 2.9412 -0.5445 -1.2285 0.29
H 2.8499 1.1529 -0.7250 0.29
H -1.4797 -1.4735 0.8453 0.27
H -1.4180 0.0290 1.7536 0.27
H -1.9242 1.3268 -0.3507 0.30
H -3.2017 0.1404 -0.0066 0.34
H -1.9886 -0.1878 -1.2631 0.30
```

Values from the calculation:
SMILES string: CC#CCC
2S+1: 1
DFT total energy: -195.25356 Ha
LUMO energy: 1.084 eV